142
Properties=species:S:1:pos:R:3:forces:R:3 method="wB97M-V/def2-TZVPD" homo_lumo_gap_ev=9.5 energy_ha=-118009.38255 lumo_ev=-0.47
C 4.851616 -0.072845 -6.451201 -0.564 1.654 1.298
C 3.431624 -6.477873 -2.849337 2.968 -1.099 2.069
Br -3.748652 11.050498 4.342649 0.217 0.015 0.300
C -3.575335 13.778593 10.713154 0.063 0.021 0.047
H -7.125184 -3.989356 -5.015844 -0.001 -0.298 0.324
Br -0.909753 10.844845 5.829261 -0.305 0.542 0.104
Br -1.713625 13.247899 10.813520 -0.401 0.088 -0.082
Br -7.890821 -6.340946 -5.286646 0.107 0.280 0.216
Br -0.172569 -6.456466 -7.534082 0.308 -0.043 0.001
Br 6.615640 -0.650777 11.084414 -0.223 -0.266 -0.114
Br -10.448167 2.477318 -1.891244 -0.009 -0.157 0.314
Br -5.702056 0.287256 1.655226 -0.006 -0.281 0.036
H 1.219776 17.596251 12.128255 -0.180 -0.194 -0.108
Br 2.838254 -5.412276 -7.130693 -0.269 -0.134 -0.199
H -0.567032 -6.954230 -2.182793 1.135 1.108 -0.270
C -1.805056 0.230647 -1.618790 0.075 -0.334 -0.240
H 5.801847 0.546058 -6.650130 -1.309 -1.434 0.077
Br 6.575079 -3.798519 3.460617 -0.229 0.230 0.208
Br -8.836122 2.013706 0.848169 -0.395 0.007 -0.194
H 4.309906 -4.402246 -1.395712 0.356 0.607 -1.605
C 6.992586 0.179169 -0.503875 0.119 0.067 0.063
Br -6.006548 0.112264 -8.198897 -0.210 -0.101 0.306
Br 0.336704 17.380582 9.814495 0.000 -0.151 0.353
Br 6.019996 -3.799946 10.870182 -0.115 0.375 -0.091
H -1.922680 -0.443508 2.391306 -0.095 -1.512 0.228
H 3.795773 -4.940018 -4.412683 -0.873 -0.314 1.509
C -10.535249 1.825542 -0.066730 -0.004 0.144 0.095
H 1.039057 0.128400 -1.555022 0.337 -0.866 -1.442
H -3.707605 14.608610 11.404554 0.043 -0.202 -0.184
Br -8.282906 -1.556368 2.165869 0.420 -0.008 -0.080
Br 0.696702 5.705324 5.985960 -0.085 0.293 0.021
H -2.632058 -0.063996 0.418085 0.416 -1.025 -1.240
Br 5.861813 -7.451986 -7.096248 0.211 -0.350 -0.036
Br 5.479123 1.392269 -0.507564 0.251 -0.219 0.005
H 7.868666 0.764606 -0.231691 -0.230 -0.143 -0.071
H -0.130939 -2.582915 3.708034 -0.921 1.207 0.429
C 1.214429 -6.923179 -3.587892 -2.384 -0.465 -0.423
C -1.575074 -2.512491 1.444106 0.244 0.081 0.002
Br 3.589182 -2.939799 4.277509 0.366 0.062 0.044
Br -2.001063 2.232161 5.597852 -0.084 0.366 -0.189
C 5.476643 -2.518669 4.417887 -0.072 0.072 -0.102
Br -7.647566 -2.060635 -6.495800 0.024 0.487 -0.198
Br -7.551276 -0.027175 -2.111685 0.435 -0.058 -0.104
Br -4.964776 1.808713 -2.609701 -0.421 -0.207 -0.072
Br -0.394825 7.968887 3.984207 0.065 -0.456 0.194
Br -8.171788 1.073147 -6.029955 0.232 -0.303 -0.131
C -6.871646 -0.282614 -6.509234 0.095 0.142 0.074
H 0.235204 -0.224159 -4.586514 -0.390 0.773 1.352
H -6.098017 -0.267292 -5.743426 -0.209 -0.031 -0.172
H -11.252262 2.451436 0.460658 0.169 -0.176 -0.150
S 5.356392 -1.842537 -6.270310 3.543 -4.154 -4.237
H 3.530244 1.396220 -5.366789 1.011 -1.081 0.332
Br -1.112310 16.903812 12.641180 0.270 -0.032 -0.190
Br -1.854033 7.477317 6.804350 0.338 -0.155 -0.199
C -6.348101 -1.494621 2.067670 -0.068 -0.090 0.117
H 4.679113 -1.990979 -1.678699 -0.937 -0.710 -1.257
H 1.284446 -6.215591 -4.484550 0.271 -0.884 1.351
Br -4.762465 12.359775 11.295622 0.219 0.220 -0.158
C -1.194698 -1.758160 0.086604 -0.362 -0.227 -0.493
C 4.189326 0.506464 -5.104702 0.184 -0.986 0.306
C 3.388952 -4.962783 -3.333316 0.761 0.206 -0.979
C -2.728644 11.510377 5.926452 -0.067 0.053 0.107
H 2.547897 -1.098929 -4.964775 0.946 0.828 1.032
Br 6.796900 -1.209910 0.834537 -0.008 0.159 -0.294
C 3.327558 -0.601004 -4.279539 0.709 0.445 -0.481
H -1.057804 -2.574069 -0.713974 0.051 1.192 1.134
H 5.062099 0.803537 -4.414457 -1.501 -0.094 -0.909
Br -5.646960 -2.814989 0.831827 -0.155 0.295 0.117
H 2.347936 -4.504100 -3.381979 1.317 -0.640 0.285
H -5.970271 -1.749636 3.055900 -0.066 0.084 -0.258
H -5.247751 -0.221222 -1.202388 -0.047 0.035 -0.229
Br -4.912775 -1.303150 -3.415467 -0.219 0.176 0.171
H -2.668416 12.596489 5.962519 0.005 -0.275 0.002
H 2.967998 -2.417263 -2.156418 1.293 0.045 -0.782
H 1.123894 -1.450863 -2.499847 0.434 1.381 -0.213
H -1.034105 -1.621851 -2.700275 -0.432 1.645 -0.424
H 7.798617 -8.977905 -7.409133 -0.275 -0.076 0.029
H 0.712098 -0.311729 2.976019 -0.576 0.209 1.501
Br -8.744356 -4.114195 -3.134725 0.313 -0.132 -0.200
O 4.422817 -6.828942 -2.160097 -3.471 0.950 -2.436
O 4.622826 -2.635433 -4.992828 -0.058 1.808 -1.074
C 0.094759 -0.311811 3.942205 -0.894 -1.123 -0.641
C -1.826947 3.632964 4.267232 -0.035 0.037 0.016
C 2.683045 0.181116 -3.038963 0.290 -0.101 -0.474
H 4.099759 0.074108 -7.291479 1.183 -0.912 0.908
Br 1.445018 15.138971 11.828600 -0.138 0.320 -0.026
H -2.477863 -3.204730 1.307962 1.227 1.040 -0.121
C 4.433523 -4.052868 -2.488366 -1.075 -0.548 1.171
H 1.827303 -6.718366 -8.988444 -0.040 0.002 0.280
H 0.047218 -5.210216 -2.543242 0.342 -1.424 0.256
H -3.261596 -1.324222 -0.756102 1.514 0.739 0.295
Br -1.494432 2.912639 2.496518 -0.139 0.139 0.233
H -1.387506 -1.792997 4.861186 1.101 0.095 -1.260
Br 6.587854 -10.209593 -5.621382 -0.036 0.195 -0.316
Br -11.200857 0.005638 0.017206 0.165 0.292 -0.074
H -0.194551 -1.192999 0.198747 -1.482 -0.860 -0.075
C -1.307342 -0.529319 -2.948461 0.514 0.400 0.284
C 0.564937 16.859136 11.668009 0.046 0.023 -0.023
H 3.465212 0.157999 -2.197152 -1.384 -0.078 -1.023
H 2.617210 1.289940 -3.349445 -0.102 -1.625 0.545
C 4.048496 -2.498954 -2.499937 0.717 -0.776 0.040
H 1.004320 -6.381675 -1.437177 -0.957 0.342 -1.086
H -0.955139 4.223517 4.539390 -0.233 -0.160 -0.087
Br 6.111404 -10.163347 -8.798267 0.051 0.166 0.279
C -5.617107 0.029453 -2.196241 -0.112 0.006 0.178
H -2.155655 -0.561378 -3.703279 1.189 0.145 0.856
H 0.483156 8.161325 6.303208 -0.149 -0.203 -0.099
H -0.689056 -3.208387 1.689052 -1.310 1.059 -0.245
C -2.308603 -0.746542 -0.454906 -0.221 0.561 0.596
H -0.069175 1.318542 -3.579587 0.179 -1.427 0.177
C 5.487681 -2.021983 10.304821 0.011 -0.024 -0.095
H 5.387269 -1.187033 -3.685051 -1.651 -1.007 -0.245
C 0.031371 0.186311 -3.531571 -0.042 -1.690 -0.009
H 5.514589 -4.269079 -2.761765 -1.491 0.342 0.096
O 4.931960 -2.550620 -7.543080 -0.033 2.056 3.829
C 4.387654 -1.740408 -3.862779 0.041 1.809 1.277
Br 3.608321 -1.690179 10.647332 0.374 -0.067 -0.036
Br -3.349920 4.831569 4.281040 0.271 -0.289 -0.047
C 6.739582 -9.173083 -7.253127 0.115 0.102 0.058
O 2.482824 -7.476228 -3.160977 0.482 3.033 -0.049
C -0.794027 -1.668881 3.887169 -0.357 0.746 -0.227
H 5.623436 -1.552166 3.939133 -0.028 -0.231 0.135
C -7.333761 -4.773833 -4.289527 -0.037 0.035 0.001
H -2.637141 0.949919 -1.931029 1.244 -1.059 0.654
H -2.895997 -1.849809 3.115755 1.264 0.608 -0.627
Br 7.328031 -0.560249 -2.264822 0.190 0.183 0.475
C 1.703332 -6.779246 -7.909035 0.131 -0.094 -0.047
Br -4.043507 14.430329 8.948269 0.074 -0.030 0.321
Br -3.620378 10.938332 7.549781 0.179 -0.004 -0.322
Br 2.247864 -8.562452 -7.375416 -0.204 0.346 -0.041
O 6.853753 -2.014207 -6.102711 -4.082 1.548 0.758
H -0.652465 0.552328 3.878340 1.420 -1.168 0.337
Br -5.690230 -5.087485 -3.310097 -0.278 -0.024 -0.134
C 0.344328 -6.292924 -2.363676 0.891 -0.651 -0.160
H -0.949004 0.880983 -1.207938 -1.192 -0.989 -0.517
C 1.235186 -0.323496 -2.599682 -0.264 1.312 0.622
C -1.880187 -1.545021 2.688400 0.372 -0.565 0.483
H 0.588661 -7.816727 -3.957712 1.309 1.238 0.442
H 5.627782 -1.973793 9.225613 -0.067 -0.016 0.320
H 0.739706 -0.283773 4.880728 -0.769 0.166 -1.365
C -0.175310 7.431851 5.835033 -0.131 0.150 0.023
Br 6.037434 -2.327521 6.264598 -0.053 -0.083 -0.318

110
Properties=species:S:1:pos:R:3:forces:R:3 method="wB97M-V/def2-TZVPD" homo_lumo_gap_ev="6.5 / 7.3" e_above_lowest_kj_mol=148.4 energy_ha=-3589.43252 multiplicity=6 lumo_ev="-0.57 / -0.59"
O 1.325682 1.791319 -0.466502 3.945 0.695 -0.016
H -4.594495 2.160219 3.452594 -0.078 0.564 0.129
H 0.625791 -4.131020 5.880759 -0.030 0.241 -0.502
H 0.762274 -2.974420 0.591322 -0.435 0.634 -0.018
H -6.118970 1.737536 -3.324657 -0.541 0.833 0.231
C 4.290626 -3.306429 -4.452215 -0.481 -0.777 -0.413
C -3.112572 0.672130 1.112462 -0.573 0.841 0.438
H 5.960492 -3.736413 -2.967587 -0.746 -0.144 -1.170
H -6.778486 -0.443477 1.973363 -0.528 0.192 -0.196
H -0.845097 4.788576 3.632238 0.052 0.772 -0.864
O -3.693492 -0.274077 3.263590 0.167 0.621 -1.776
H 5.101540 -5.126682 -3.581327 0.218 0.141 -0.577
C -2.592224 -0.244157 2.271853 -0.318 -0.948 0.479
H 5.130973 2.120849 1.775704 -0.064 -0.847 0.266
H -2.409689 -1.311596 1.964057 -0.414 1.270 -0.450
H -2.348048 -2.556060 3.204912 0.532 -0.241 0.016
H -5.563698 -1.700213 2.107110 -0.120 -0.036 -0.004
H 1.289586 0.034450 -2.419585 0.264 -1.399 0.979
C -1.267288 3.877486 3.961962 -0.485 -1.697 0.512
H 1.410975 -1.759402 6.246673 -0.235 -0.571 -0.085
C -4.870482 0.250594 2.630682 -1.285 -0.255 0.221
C -4.136284 -3.069450 -1.018676 -0.159 0.281 0.261
H 6.257545 -4.212949 -4.637871 0.186 -0.292 -0.262
C -2.104342 2.674580 5.863122 -0.031 -0.823 -1.451
C -0.808914 -3.511725 4.391537 -0.733 0.617 -1.169
H 4.215990 3.631623 -2.817454 -0.529 0.321 -0.549
C -5.416582 1.452274 3.440132 1.739 -0.971 1.016
C -3.338855 2.890618 -1.017805 1.614 0.286 1.306
C 1.584971 -0.935328 -1.900702 -1.091 -0.770 -1.319
C -3.071114 -0.898250 -1.005385 -1.257 -0.054 0.695
H 5.223432 -2.525634 -6.806289 -0.087 0.553 0.096
C -5.452266 2.204757 -2.598979 -0.097 -1.075 -0.593
C 5.578122 2.851770 -1.476336 -0.025 0.220 -1.456
H 6.028908 3.863727 -1.216409 -0.742 -1.135 -0.162
O -4.549922 0.559134 1.263720 0.377 0.060 1.256
C 0.613764 -2.018019 5.541506 0.188 1.699 0.682
C 3.329374 -1.132255 -3.662002 0.266 2.627 -1.465
C 2.361061 -3.278577 -0.726607 0.777 -0.141 0.847
H 3.126190 0.757155 1.076119 0.293 1.541 -0.427
H 3.846144 1.975025 -2.386264 -0.065 -0.389 -0.478
C -1.832806 3.868354 5.238095 0.611 0.584 0.658
H 2.215427 3.822351 -1.549323 -0.290 0.008 -0.058
O 3.045780 0.029999 -4.050100 0.718 -1.874 0.895
C -1.135320 2.665048 3.259972 0.009 -0.199 0.002
H -2.803759 1.750270 1.281854 -0.247 -1.163 0.128
H -4.665438 -3.849636 -0.506332 -0.693 -0.089 0.077
H 5.661393 -0.881077 -7.140247 -0.025 0.305 -0.640
C -2.467478 -1.189856 -2.227176 0.666 0.424 0.541
C -5.190590 3.541031 -2.438942 0.657 -0.349 1.031
H 4.382315 -3.525082 -5.518040 -0.586 0.349 -0.002
H -0.775397 2.642256 2.242554 0.331 0.216 -0.094
N 3.365039 1.703241 0.676907 -0.616 -2.274 -0.584
C 2.550526 2.169212 -0.300691 -2.899 0.550 1.666
H 6.321668 -1.559362 -4.844639 0.194 0.310 0.170
C 0.038940 -0.905771 4.910990 0.834 -0.261 0.537
H -2.508550 3.255370 -0.361989 -0.621 -0.722 -0.715
H -0.992627 -4.493409 3.966774 -0.503 -0.094 0.584
H 4.502745 3.302136 0.775894 0.811 -0.198 -0.019
C 4.122934 2.942367 -1.999013 1.118 0.532 0.273
H 3.303692 -3.777869 -4.176554 1.004 0.985 -0.053
C 3.046197 3.382354 -1.018589 0.516 0.738 -0.038
C -1.955658 1.498682 5.116482 -0.278 -0.185 0.714
O -0.227500 0.177545 2.163482 -0.516 -0.147 1.678
C -3.544123 -3.364982 -2.226696 1.162 0.787 -0.099
C 4.722817 2.224837 0.781518 -0.215 1.340 0.163
H -5.792934 4.364819 -2.761734 -0.284 0.043 -0.701
C -1.447404 -2.404731 3.803960 0.008 0.295 -0.046
H -3.725529 -4.271941 -2.776772 0.040 -0.412 0.248
C 1.266770 -2.541422 -0.266986 -0.139 -0.309 -1.414
C 5.461121 -4.140395 -3.914850 0.436 0.531 2.487
N 4.335011 -1.839505 -4.273971 -0.156 -1.087 1.126
H -2.419056 2.598625 6.881362 -0.314 0.138 0.400
H 5.527455 0.789537 -0.638556 -0.084 1.224 -0.057
C -1.478529 1.413827 3.825486 0.123 1.888 0.166
H 5.217833 -0.081177 -4.971141 0.352 -0.261 0.396
C 3.081827 -2.872108 -1.839638 -0.842 1.463 -0.159
C -3.969561 -1.817420 -0.410460 1.330 0.060 -1.470
H -2.017968 -2.768190 -3.600831 -0.282 0.260 -0.323
H 0.435768 0.100933 5.163958 -0.358 -0.806 -0.457
C -4.114333 3.842334 -1.593491 -1.151 0.877 -0.984
Mn 0.243693 0.289613 0.354487 -1.378 -0.178 -0.180
N 0.774703 -1.445605 -0.916070 2.666 0.168 0.525
H 6.098144 2.495887 -2.401849 0.173 0.254 0.942
C -0.986165 -1.086598 3.999080 0.099 -0.368 0.094
C -2.629897 -2.441671 -2.766320 -0.425 -0.736 -0.551
H -3.946377 4.891542 -1.457859 0.437 0.383 0.385
H -2.244523 0.589872 5.581298 -0.136 -0.784 0.506
H -1.954044 4.781795 5.827648 0.158 -0.089 -0.415
C -1.309380 0.101771 3.087389 -0.003 0.040 -1.849
H 3.951780 -1.288354 -6.778160 0.056 0.243 0.094
H -6.356671 -1.153873 3.584789 0.433 0.720 -0.806
H -5.183476 0.236454 -2.086946 0.995 0.004 0.435
C 2.648170 -1.679626 -2.471320 -0.482 -0.609 1.125
C 0.184568 -3.305094 5.309522 0.895 -0.474 0.696
H -6.327250 1.899233 3.078165 -0.243 -0.073 -0.326
C 5.700416 1.874067 -0.349290 0.431 -1.607 0.914
H 3.975383 -3.339585 -2.235784 -0.312 -0.245 0.576
C -5.975571 -0.808323 2.585209 0.639 -1.059 0.605
C 4.995747 -1.476488 -6.536107 1.002 -0.510 -0.780
H -5.540118 1.082758 4.501733 -0.024 0.472 -1.107
O -1.389553 0.780355 -0.538075 -2.090 -0.073 -0.393
H -4.553273 -1.514996 0.430028 0.077 -0.102 0.455
C -4.725922 1.217963 -1.914648 -0.891 0.140 -0.984
C 5.344914 -1.158917 -5.100663 -1.952 -0.449 -0.411
H 3.485213 4.165293 -0.334032 -0.839 -0.793 -0.591
C -3.619662 1.537132 -1.165544 -0.050 -0.586 0.685
H 2.721107 -4.099945 -0.081602 -0.352 0.347 -0.622
H 6.729549 1.836868 0.044239 -0.303 0.268 0.009
H -1.835808 -0.406136 -2.683357 -0.226 -0.710 0.331
C -2.807013 0.475720 -0.411251 2.353 0.490 0.590